1.
Computed, not measured: a structure of composition C3H3BiO2, with ωB97M-V/def2-TZVPD.

Each line ends with the Mulliken charge.
Element x y z (Å)
C (-1.80998, -1.21936, 0.36958)  -0.9498
H (-2.85840, -0.93227, 0.51472)  0.4086
H (-1.70575, -1.89946, -0.49123)  0.3909
H (-1.63880, -1.83411, 1.26731)  0.3982
C (-1.22021, 0.48641, -0.24966)  0.6303
O (-1.71953, 1.57027, -0.29893)  -0.1586
C (-0.28187, -0.21278, 0.51906)  0.1782
O (0.75541, -0.77898, -0.03640)  -0.3481
Bi (2.21440, 0.30417, 0.69274)  1.4503

Forces on atoms 1 to 3 (eV/Å):
C 0.854 -1.536 0.783
H 0.239 0.968 -0.031
H 0.315 0.507 0.044

For the frontier orbital gap (spin up / spin down), the calculation gives 7.578 / 6.469 eV. The calculation puts the highest occupied orbital energy (spin up / spin down) at -20.245 / -19.307 eV. Its total energy is -13067.4975 eV. As for the energy relative to the best compared isomer or geometry (same formula, charge and spin): 264.2 kJ/mol. The value obtained for the LUMO energy (spin up / spin down) is -12.7 / -12.8 eV. As for the total charge: +2.



2.
Computed, not measured: a structure of composition C31H51N11Ti, with ωB97M-V/def2-TZVPD.

Each line ends with the Mulliken spin population.
Element x y z (Å)
Ti (0.37057, -1.19537, 0.52306)  0.9668
C (4.62052, -1.12589, 1.63333)  0.0026
C (3.26450, -1.02657, 1.00831)  0.0574
N (2.16616, -1.43296, 1.58340)  0.0831
C (2.06559, -2.05333, 2.88741)  -0.0328
C (0.63749, -1.91798, 3.45226)  0.0425
N (-0.47866, -2.08278, 2.47764)  -0.0062
C (-1.01554, -3.44686, 2.37127)  0.0274
C (-0.02366, -4.32664, 1.63933)  -0.0098
N (0.32878, -3.71881, 0.34288)  0.0538
C (-0.55686, -4.14683, -0.77540)  0.0001
C (-1.35698, -2.95881, -1.30494)  0.0478
N (-0.39058, -1.88514, -1.41658)  0.0149
C (0.31804, -1.63866, -2.45988)  0.0646
C (0.14849, -2.22861, -3.82633)  0.0147
C (1.56843, -0.92535, -2.17258)  0.2204
C (2.54450, -0.60630, -3.08575)  -0.1168
C (3.81732, -0.22756, -2.62290)  0.1879
C (4.10401, -0.30946, -1.27389)  -0.1110
C (3.08976, -0.64649, -0.37469)  0.3061
N (1.80757, -0.81014, -0.82783)  0.1193
H (4.57564, -0.98190, 2.71200)  0.0072
H (5.31073, -0.39335, 1.22196)  -0.0016
H (5.04088, -2.11806, 1.45150)  0.0068
H (2.73925, -1.60620, 3.62297)  0.0022
H (2.36298, -3.10335, 2.80828)  -0.0007
H (0.53648, -0.91416, 3.85894)  -0.0029
H (0.52375, -2.61790, 4.28601)  0.0021
H (-1.23135, -1.47192, 2.78246)  0.0008
H (-1.95725, -3.39126, 1.82035)  -0.0042
H (-1.23446, -3.87084, 3.35628)  0.0000
H (-0.42694, -5.33575, 1.52197)  -0.0008
H (0.88484, -4.42155, 2.23264)  -0.0022
H (1.26896, -4.01931, 0.11454)  -0.0039
H (-1.21500, -4.96011, -0.46378)  -0.0028
H (0.06529, -4.52591, -1.58763)  -0.0021
H (-2.11520, -2.65210, -0.57815)  -0.0130
H (-1.87912, -3.20601, -2.23013)  0.0051
H (0.38828, -1.49560, -4.59451)  -0.0040
H (-0.85828, -2.59747, -4.00387)  0.0039
H (0.84043, -3.06462, -3.94883)  0.0022
H (2.36765, -0.68806, -4.14838)  -0.0078
H (4.59055, 0.03590, -3.32989)  0.0075
H (5.11415, -0.14714, -0.92565)  -0.0052
C (0.43286, 3.86544, 3.20657)  -0.0005
N (-0.06866, 2.95451, 2.17771)  0.0010
C (-1.07982, 3.54865, 1.30635)  0.0000
C (0.43445, 1.71949, 2.01188)  0.0052
N (-0.16858, 0.73404, 1.37667)  0.0236
C (-1.59204, 0.81852, 1.14657)  -0.0008
C (-2.44121, 0.75619, 2.25043)  0.0059
C (-3.81109, 0.90067, 2.12305)  0.0014
C (-4.33383, 1.11937, 0.85292)  -0.0007
C (-3.51100, 1.15935, -0.25598)  0.0026
C (-2.11145, 0.98525, -0.16165)  -0.0140
N (-1.27754, 0.97217, -1.23422)  0.0399
C (-1.65437, 1.39631, -2.44051)  -0.0128
N (-2.19272, 0.55466, -3.35459)  0.0069
C (-3.01478, -0.56344, -2.92873)  0.0023
C (-2.05211, 0.70523, -4.79570)  0.0006
N (-1.41714, 2.66733, -2.83548)  0.0013
C (-0.40226, 3.48451, -2.19076)  -0.0019
C (-2.25878, 3.39110, -3.78303)  -0.0006
N (1.72684, 1.47594, 2.51847)  0.0121
C (1.91044, 1.27114, 3.94852)  0.0005
C (2.77926, 2.25957, 1.89105)  0.0107
H (-0.36126, 4.57181, 3.43732)  0.0000
H (1.30040, 4.43182, 2.86510)  0.0002
H (0.67401, 3.34300, 4.12553)  0.0000
H (-0.83774, 4.60674, 1.20455)  -0.0001
H (-2.08805, 3.45178, 1.71216)  0.0000
H (-1.03359, 3.09084, 0.32659)  0.0014
H (-1.99545, 0.65065, 3.23619)  -0.0004
H (-4.45512, 0.86207, 2.98968)  -0.0001
H (-5.39903, 1.26194, 0.72495)  0.0000
H (-3.94878, 1.34146, -1.23122)  -0.0004
H (-2.72776, -1.46426, -3.47164)  0.0008
H (-4.06811, -0.36815, -3.14479)  0.0002
H (-2.89449, -0.72335, -1.86277)  0.0009
H (-1.22825, 1.37441, -5.02419)  -0.0004
H (-2.96017, 1.07496, -5.27531)  -0.0001
H (-1.83055, -0.27510, -5.22038)  0.0005
H (0.28001, 2.84654, -1.63568)  0.0009
H (-0.85033, 4.21868, -1.51800)  0.0000
H (0.14892, 4.02515, -2.96173)  0.0001
H (-3.18193, 2.84883, -3.96480)  0.0000
H (-1.75270, 3.58017, -4.73098)  0.0001
H (-2.51721, 4.35207, -3.33706)  0.0001
H (2.65045, 0.48810, 4.12744)  0.0003
H (0.97403, 0.97715, 4.42263)  -0.0004
H (2.26958, 2.17257, 4.45570)  -0.0003
H (2.62797, 2.28038, 0.81171)  -0.0061
H (3.73566, 1.77313, 2.08867)  0.0002
H (2.85125, 3.28787, 2.26364)  0.0002

Forces on atoms 1 to 3 (eV/Å):
Ti -0.378 0.068 0.144
C -0.066 0.156 0.080
C 0.093 -0.255 0.124

For the frontier orbital gap (spin up / spin down), the calculation gives 5.786 / 6.432 eV. The calculation puts the highest occupied orbital energy (spin up / spin down) at -11.236 / -12.019 eV. Its total energy is -72470.0394 eV. As for the energy relative to the best compared isomer or geometry (same formula, charge and spin): 0.0 kJ/mol. The value obtained for the LUMO energy (spin up / spin down) is -5.4 / -5.6 eV. Its multiplicity is 3. As for the total charge: +2.



3.
Computed, not measured: a structure of composition C32H42Ge2NO5Re, with ωB97M-V/def2-TZVPD.

Each line ends with the Mulliken spin population.
Element x y z (Å)
Re (0.41359, 1.15980, -0.48304)  2.5142
O (2.30225, 1.97909, 1.21582)  0.0561
C (1.85789, 2.93024, 2.18810)  0.0171
C (1.13922, 4.01184, 1.42362)  -0.0036
N (0.07274, 3.46991, 0.57869)  0.0725
C (-1.07827, 2.91059, 1.31760)  -0.0256
C (-1.08420, 1.45391, 0.92316)  0.0564
O (-2.50088, 0.90285, 0.92565)  0.0132
O (-0.26252, 0.63922, 1.63597)  0.0935
C (-0.36196, 4.41821, -0.45303)  0.0225
C (-1.35438, 3.74702, -1.39632)  0.0148
O (-2.16914, 4.43403, -1.97518)  0.0079
O (-1.24484, 2.45877, -1.46425)  -0.0002
H (2.84676, 1.30560, 1.63797)  0.0007
H (2.70511, 3.36262, 2.72070)  0.0030
H (1.20005, 2.44797, 2.91603)  -0.0041
H (1.85440, 4.49951, 0.76114)  -0.0009
H (0.75968, 4.76542, 2.12439)  -0.0022
H (-2.00838, 3.38241, 1.00315)  -0.0033
H (-0.97229, 3.03884, 2.39868)  -0.0078
H (0.50599, 4.72686, -1.03977)  0.0006
H (-0.83182, 5.30585, -0.02082)  0.0015
C (2.81479, -3.31484, -0.65676)  0.0022
C (2.52946, -1.82448, -0.86365)  0.0228
Ge (0.62067, -1.29130, -0.95204)  -0.0189
C (-0.17921, -1.84504, -2.66449)  -0.0016
C (0.04698, -3.30509, -3.06607)  -0.0014
C (-0.19161, -2.53985, 0.36257)  0.0166
C (-0.71380, -2.47758, 1.58914)  0.0066
Ge (-1.04322, -0.83140, 2.53851)  0.0117
C (-0.37265, -0.53664, 4.32865)  -0.0020
C (-1.28770, -0.98382, 5.47405)  -0.0006
C (-2.76909, 0.06067, 2.11092)  0.0005
C (-2.93154, 0.29344, -0.35657)  0.0527
C (-1.12759, -3.65695, 2.39711)  -0.0005
C (-2.17689, -3.54798, 3.31023)  0.0006
C (-2.58745, -4.62856, 4.07727)  -0.0001
C (-1.94159, -5.84725, 3.94073)  0.0000
C (-0.89161, -5.97253, 3.03824)  -0.0004
C (-0.48584, -4.88921, 2.27559)  0.0004
H (3.88964, -3.49939, -0.61163)  0.0012
H (2.41284, -3.92542, -1.46497)  -0.0001
H (2.38424, -3.67772, 0.27937)  -0.0003
H (2.99317, -1.45997, -1.78425)  0.0054
H (2.97789, -1.25101, -0.04656)  0.0116
H (0.23635, -1.17652, -3.42311)  0.0109
H (-1.25016, -1.62267, -2.62209)  0.0031
H (1.10575, -3.51294, -3.22343)  0.0000
H (-0.46993, -3.53224, -4.00028)  0.0002
H (-0.32369, -4.00523, -2.31417)  -0.0001
H (-0.11399, -3.55878, -0.03157)  0.0008
H (-0.17586, 0.53599, 4.37565)  0.0002
H (0.58725, -1.05468, 4.36928)  -0.0005
H (-2.26826, -0.50547, 5.42419)  -0.0001
H (-0.84325, -0.71439, 6.43170)  0.0000
H (-1.43595, -2.06201, 5.47160)  0.0001
H (-3.10104, 0.73369, 2.89833)  0.0003
H (-3.57312, -0.61576, 1.84029)  0.0002
H (-2.66625, 1.01511, -1.12349)  -0.0065
H (-4.00580, 0.16564, -0.27208)  0.0040
H (-2.41232, -0.65602, -0.47508)  -0.0148
H (-2.72078, -2.60773, 3.40752)  -0.0008
H (-3.40966, -4.52087, 4.77314)  0.0000
H (-2.25311, -6.69558, 4.53526)  0.0000
H (-0.37813, -6.91982, 2.93573)  0.0000
H (0.35007, -4.99637, 1.59429)  -0.0001
C (0.16928, 2.84328, -6.11650)  -0.0165
C (-0.73272, 2.15775, -5.27678)  0.0358
C (-0.35126, 1.75944, -4.02762)  0.0116
C (0.95359, 2.01957, -3.54647)  -0.0717
C (1.39126, 1.61683, -2.23946)  0.0002
C (2.74051, 1.71940, -1.93206)  0.0548
C (3.66373, 2.30813, -2.82096)  -0.0324
C (3.23046, 2.79474, -4.01863)  0.1009
C (1.87624, 2.64787, -4.41923)  -0.0261
C (1.44700, 3.07610, -5.69831)  0.0232
H (-0.14980, 3.16955, -7.09786)  -0.0003
H (-1.73713, 1.95272, -5.62474)  0.0011
H (-1.04591, 1.23778, -3.38701)  -0.0185
H (3.11909, 1.36588, -0.97857)  0.0034
H (4.70676, 2.38158, -2.54097)  0.0009
H (3.92474, 3.27895, -4.69544)  0.0037
H (2.15715, 3.57849, -6.34467)  0.0005

Forces on atoms 1 to 3 (eV/Å):
Re -0.563 0.768 0.188
O 0.103 -0.030 0.139
C 0.002 -0.105 -0.079

For the frontier orbital gap (spin up / spin down), the calculation gives 6.888 / 6.784 eV. The calculation puts the highest occupied orbital energy (spin up / spin down) at -9.915 / -10.262 eV. Its total energy is -160744.4307 eV. As for the energy relative to the best compared isomer or geometry (same formula, charge and spin): 476.2 kJ/mol. The value obtained for the LUMO energy (spin up / spin down) is -3.0 / -3.5 eV. Its multiplicity is 4. As for the total charge: +1.



4.
Computed, not measured: a cluster of 2 separate species, C3H9N2PS in total, with ωB97M-V/def2-TZVPD.

Each line ends with the Mulliken charge.
Element x y z (Å)
C (0.54294, 1.21467, -2.05508)  -1.2471
C (-1.80078, -1.28152, 0.87002)  -0.8713
C (0.67846, 1.00940, -0.56262)  0.0721
N (0.91075, -0.35422, -0.30196)  -0.5260
N (-0.49289, -1.08334, 1.36454)  0.0941
P (0.05202, -1.45390, 2.77919)  0.0355
S (1.77778, -0.66175, 3.11863)  -0.3691
H (1.16409, 0.48553, -2.50911)  0.3700
H (-0.42152, 1.23673, -2.46830)  0.3152
H (0.96854, 2.16196, -2.31086)  0.3409
H (-1.72536, -1.13452, -0.16356)  0.3340
H (-2.30043, -2.23329, 0.97125)  0.3459
H (-2.54704, -0.56980, 1.20048)  0.3069
H (1.62336, 1.57390, -0.19166)  0.3075
H (-0.11990, 1.64065, -0.16032)  0.2363
H (1.69000, -0.55050, 0.41937)  0.2549

Forces on atoms 1 to 3 (eV/Å):
C 1.300 0.328 0.228
C -1.086 0.290 -0.392
C 2.308 2.482 0.399

For the frontier orbital gap (spin up / spin down), the calculation gives 8.186 / 6.690 eV. The calculation puts the highest occupied orbital energy (spin up / spin down) at -8.821 / -8.763 eV. Its total energy is -26357.2303 eV. As for the energy relative to the best compared isomer or geometry (same formula, charge and spin): 452.1 kJ/mol. The value obtained for the LUMO energy (spin up / spin down) is -0.6 / -2.1 eV. As for the total charge: 0.